8
Properties=species:S:1:pos:R:3 method="wB97M-V/def2-TZVPD" multiplicity=1 lumo_energy_ev=-1.47 smiles="O=C1[C@@H](Br)[C@@H]1Br" orbital_gap_ev=8.578 charge=0
C -0.201 0.020 0.993
C -0.554 0.477 -0.311
C 0.520 -0.634 -0.101
O -0.236 0.265 2.123
Br 0.215 2.334 -1.080
Br 0.310 -2.488 -0.753
H -1.548 0.309 -0.563
H 1.493 -0.284 -0.309